19
Properties=species:S:1:pos:R:3:forces:R:3:mulliken_charge:R:1 method="wB97M-V/def2-TZVPD" charge=-1 lumo_ha=0.1190
C -2.6986 1.4339 -0.0902 -0.947 -0.288 -0.162 -0.5893
N -2.5288 0.0148 -0.1451 1.063 0.107 0.143 -0.7517
C -1.7386 -0.2943 -1.2809 1.289 -0.423 -0.189 -0.8854
C 0.5920 0.4710 1.0848 0.349 -1.369 0.516 -0.4657
C 0.6469 -0.8511 0.6300 3.928 0.478 1.449 -0.3065
O 1.5406 -1.1776 -0.2790 -2.004 -0.961 -0.292 -0.4957
H -1.7976 2.0610 0.1721 -0.013 -0.293 0.201 0.1437
H -3.5254 1.5793 0.6154 0.322 0.662 0.248 0.2433
H -3.0476 1.9101 -1.0465 0.112 -0.270 0.099 0.2522
H -1.3408 -1.3272 -1.2028 -0.270 0.101 -0.218 0.2795
H -0.7790 0.3289 -1.3231 -0.538 -0.101 -0.510 0.2514
H -2.1945 -0.2203 -2.2955 -0.154 0.282 0.135 0.3431
H 1.3794 1.1380 0.7247 -0.739 0.185 -0.628 0.3662
H 0.0625 0.6502 2.0062 -0.189 0.166 0.023 0.3036
H -0.4642 -0.1831 0.4534 -1.451 1.007 -0.528 0.3418
H 0.4786 -1.6532 1.3362 -1.656 -0.245 -0.132 0.3058
H 4.2814 0.0933 -0.3720 -0.012 -0.106 -0.186 0.1754
H 2.4398 -0.6846 -0.0350 1.980 1.519 -0.275 0.5024
O 3.5897 0.1375 0.2878 -1.071 -0.453 0.306 -1.0141


52
Properties=species:S:1:pos:R:3:forces:R:3:mulliken_charge:R:1 method="wB97M-V/def2-TZVPD" charge=+1 lumo_ha=-0.1167
Al 0.5929 0.1991 0.8025 -0.081 0.057 -0.435 0.0342
C 4.7842 -0.8993 1.2624 0.012 0.000 -0.012 -0.9951
C 5.3951 0.3267 1.0357 0.060 0.004 0.005 -0.4012
C 4.6192 1.4392 0.7750 0.061 0.029 -0.017 -0.9092
C 3.2370 1.3205 0.7578 -0.282 0.027 -0.116 1.1179
N 2.6501 0.1297 0.9945 0.008 -0.098 0.326 0.3934
C 3.4106 -0.9522 1.2290 -0.065 0.171 0.067 0.0665
C 2.2914 2.4160 0.4181 0.211 -0.121 0.072 0.3183
C 2.7327 3.7164 0.2111 0.004 0.085 -0.035 -0.8251
C 1.8254 4.6980 -0.1576 -0.001 -0.035 0.010 -0.7113
C 0.4889 4.3700 -0.3265 0.004 -0.048 -0.001 -0.9265
C 0.0570 3.0677 -0.0997 -0.011 0.065 -0.073 -0.1392
C 0.9405 2.0618 0.2863 0.031 0.017 -0.020 0.3249
H 5.3558 -1.7943 1.4592 0.003 0.013 -0.004 0.4493
H 6.4739 0.4116 1.0530 -0.010 -0.002 -0.004 0.4402
H 5.0840 2.3910 0.5679 -0.002 -0.013 0.015 0.3744
H 2.8901 -1.8810 1.3972 -0.030 -0.033 0.037 0.4090
H 3.7746 3.9827 0.3321 -0.021 -0.001 0.008 0.3426
H 2.1642 5.7131 -0.3155 -0.005 -0.003 -0.005 0.4107
H -0.2206 5.1295 -0.6290 0.011 -0.007 0.000 0.4068
H -0.9917 2.8405 -0.2340 -0.021 -0.003 0.028 0.4422
C -4.6651 1.8213 1.5105 -0.035 -0.097 -0.036 -0.9358
N -4.3022 0.4993 1.0294 -0.053 0.094 0.047 0.0177
C -5.3120 -0.4773 0.6114 0.072 0.036 0.014 -0.5951
C -4.4741 -1.7204 0.2560 0.039 0.085 0.010 -0.6113
N -3.1203 -1.2777 0.5874 -0.051 -0.030 0.024 0.1601
C -3.0769 -0.0175 1.0228 0.078 -0.052 0.061 0.5898
S -1.7212 0.8954 1.5225 0.086 0.054 0.157 -0.4638
H -5.6011 2.1101 1.0371 0.001 0.008 0.000 0.3377
H -3.8930 2.5365 1.2421 0.016 0.007 -0.001 0.3315
H -4.7933 1.8266 2.5936 -0.012 -0.007 0.004 0.3198
H -5.8673 -0.0884 -0.2409 -0.030 -0.012 -0.021 0.3708
H -6.0138 -0.6671 1.4233 0.002 -0.004 0.031 0.3406
H -4.5516 -1.9810 -0.7983 0.020 0.012 -0.025 0.3177
H -4.7519 -2.5866 0.8525 -0.007 -0.024 0.006 0.3541
H -2.2974 -1.8351 0.4634 -0.014 -0.001 -0.063 -0.0438
C 2.0447 -1.4868 -2.1991 0.076 0.061 -0.019 -1.1651
Ge 0.4515 -2.2521 -1.3716 0.032 0.003 -0.134 0.6733
C -1.1530 -1.6101 -2.2857 -0.084 0.043 -0.041 -1.1481
C 0.5329 -4.1900 -1.4802 0.008 -0.134 -0.051 -1.2363
C 0.3185 -1.6911 0.5016 -0.092 -0.019 0.092 -1.0286
H 1.9324 -1.4973 -3.2839 0.035 -0.007 0.013 0.4351
H 2.9258 -2.0785 -1.9457 0.015 0.038 0.009 0.3158
H 2.2242 -0.4538 -1.8922 -0.019 -0.002 -0.024 0.3058
H -0.9694 -1.5188 -3.3565 -0.022 -0.012 0.009 0.4505
H -1.4709 -0.6339 -1.9124 0.006 0.002 -0.024 0.3222
H -1.9725 -2.3190 -2.1486 -0.024 0.034 -0.007 0.2748
H 0.5040 -4.5066 -2.5242 0.005 -0.031 0.034 0.3765
H -0.3091 -4.6480 -0.9591 0.018 -0.001 -0.015 0.3846
H 1.4568 -4.5634 -1.0364 -0.026 -0.007 -0.004 0.3636
H 1.0261 -2.2798 1.0864 0.038 -0.062 -0.016 0.2775
H -0.6559 -1.9959 0.8753 0.051 -0.080 0.127 0.2856


21
Properties=species:S:1:pos:R:3:forces:R:3:mulliken_charge:R:1 method="wB97M-V/def2-TZVPD" charge=+2 lumo_ha=-0.2453
C -2.4902 0.0146 -0.0766 -0.575 -1.178 -0.881 0.4488
C 1.6193 -0.7227 -1.7562 1.892 -2.885 -2.128 -1.3959
C 1.7013 0.9577 -0.0584 1.122 -1.024 1.716 -1.1791
C 1.9608 -0.3100 -0.4216 0.053 2.080 -0.226 1.1812
N -2.7926 0.4093 1.1148 2.673 1.206 1.843 -0.2868
N -3.3790 -0.4684 -0.9125 -1.865 -1.162 -1.741 -0.3649
N 2.3081 1.4301 1.2305 2.451 0.108 -2.327 -0.2714
O 2.6671 -1.0729 0.3847 0.285 -0.170 1.053 -0.5654
H 1.1352 -1.6901 -1.7143 0.182 -0.771 0.089 0.4730
H 0.8892 -0.2013 -2.2942 -0.674 1.686 -0.534 0.3837
H -1.4168 0.0215 -0.2668 -0.347 -0.191 -0.684 0.1284
H 1.4218 1.7107 -0.7037 -0.793 1.288 -1.247 0.5202
H 2.5697 -0.8816 -2.4387 -1.770 0.438 1.423 0.3358
H -1.9658 0.6949 1.7045 -1.734 -0.351 -0.761 0.2419
H -3.6808 0.7182 1.4230 -1.107 -0.059 0.317 0.2675
H -3.2324 -0.8348 -1.8862 0.771 0.828 1.476 0.2844
H -4.4048 -0.6752 -0.7074 1.904 0.872 0.420 0.2784
H 1.5961 1.9198 1.7406 0.119 0.517 0.787 0.3327
H 3.2319 2.0824 0.9924 -2.877 -2.045 1.244 0.4204
H 2.5630 0.5090 1.6513 0.339 1.076 0.488 0.3752
H 2.7448 -2.0014 0.1517 -0.047 -0.263 -0.327 0.3919


14
Properties=species:S:1:pos:R:3:forces:R:3:mulliken_charge:R:1 method="wB97M-V/def2-TZVPD" lumo_ha=-0.0001
C 2.4626 0.2341 -0.1806 1.719 -1.383 0.676 -0.6876
C 1.4129 -0.6033 0.0754 0.298 1.096 0.258 -0.2975
C -0.0761 -0.2911 -0.0259 2.865 -0.142 0.294 1.0009
C -0.5669 1.0069 0.0074 -0.561 0.082 1.048 -0.2826
C -1.9544 1.1311 0.0526 -0.777 -0.020 -0.775 -0.3307
N -2.7777 0.0407 -0.1164 0.869 1.780 0.730 -0.4101
N -2.2473 -1.1458 -0.1132 -0.840 -0.917 -0.173 -0.3251
C -0.9432 -1.3537 -0.0152 -0.595 -0.472 -0.904 -0.3751
H 2.5840 1.3019 -0.5962 -0.941 -1.936 0.665 0.2609
H 3.5103 -0.2537 0.1000 -2.251 1.265 -0.755 0.1868
H 1.6240 -1.6095 0.5520 -0.126 1.288 -0.849 0.2175
H 0.1138 1.8427 0.2230 -0.430 -0.323 -0.471 0.3035
H -2.4853 2.1289 0.1416 0.746 -1.436 -0.142 0.3603
H -0.6568 -2.4292 -0.1042 0.023 1.118 0.397 0.3787